{"formula": "C28H35FO3Pb", "method": "the ωB97M-V functional and the def2-TZVPD basis", "gap_ev": 4.47, "lumo_energy_ev": -9.62, "total_energy_ev": -43688.8949, "total_charge": 2, "relative_energy_ev": 0.000, "elements": ["C", "C", "C", "C", "C", "C", "C", "C", "C", "C", "C", "O", "C", "C", "F", "C", "C", "C", "C", "C", "C", "C", "C", "C", "C", "C", "C", "O", "C", "C", "C", "O", "H", "H", "H", "H", "H", "H", "H", "H", "H", "H", "H", "H", "H", "H", "H", "H", "H", "H", "H", "H", "H", "H", "H", "H", "H", "H", "H", "H", "H", "H", "H", "H", "H", "H", "H", "Pb"], "coordinates": [[1.640479, -0.403099, 2.487469], [2.693898, -1.570737, 2.638650], [3.955657, -1.342662, 1.689283], [4.893818, -2.603524, 1.851597], [3.329616, -1.148066, 0.284621], [3.082175, -2.347628, -0.538130], [2.467155, -2.283861, -1.889979], [2.050661, -0.964948, -2.401378], [2.305091, 0.217097, -1.573857], [2.958454, 0.173865, -0.245806], [3.228740, 1.507898, 0.560262], [4.227948, 1.716043, 1.195095], [2.091012, 2.561296, 0.430342], [1.687602, 3.439985, 1.537097], [2.356632, 3.301600, 2.720634], [0.580577, 4.373561, 1.343276], [-0.075963, 4.378422, 0.044296], [0.300005, 3.494990, -1.089800], [-0.547962, 3.590677, -2.376191], [-1.628383, 2.446060, -2.414477], [-2.275691, 2.139568, -1.003531], [-3.869723, 2.183103, -0.971281], [-4.456955, 0.766967, -0.624409], [-3.873140, 0.166354, 0.722407], [-2.870839, -1.050724, 0.434200], [-3.306506, -2.405926, 1.124212], [-2.671937, -3.683991, 0.468153], [-2.717770, -3.670374, -0.974277], [-1.393983, -3.612532, -1.526133], [1.412378, 2.590584, -0.891209], [1.878931, 1.649785, -2.045613], [1.940861, 1.981958, -3.196031], [1.190507, -0.340327, 1.425989], [2.018876, 0.614245, 2.766912], [0.758695, -0.617005, 3.186452], [2.200487, -2.521366, 2.225353], [2.955512, -1.798928, 3.701599], [4.520125, -0.464330, 2.090342], [4.330229, -3.563562, 1.713922], [5.273779, -2.580824, 2.914285], [5.781056, -2.496818, 1.181491], [3.363134, -3.349335, -0.135081], [2.323938, -3.217347, -2.492910], [1.555048, -0.878469, -3.402434], [0.242125, 5.046462, 2.167488], [-0.936423, 5.078860, -0.096163], [-0.970596, 4.630451, -2.488111], [0.115443, 3.467686, -3.280677], [-2.461715, 2.797265, -3.092887], [-1.214109, 1.533155, -2.933758], [-1.936012, 2.821013, -0.186104], [-2.002719, 1.068786, -0.751424], [-4.281668, 2.651409, -1.905028], [-4.187044, 2.875289, -0.133885], [-5.566763, 0.905366, -0.461266], [-4.342861, 0.090165, -1.521911], [-4.684953, -0.232836, 1.395570], [-3.299559, 0.926929, 1.324741], [-2.815595, -1.225985, -0.673871], [-1.800170, -0.815635, 0.805913], [-2.947187, -2.361452, 2.194522], [-4.417994, -2.539497, 1.170209], [-3.212863, -4.612882, 0.793469], [-1.576166, -3.814152, 0.746514], [-0.873184, -4.612583, -1.483650], [-1.516350, -3.383245, -2.623665], [-0.774895, -2.779979, -1.070639], [-0.202964, -1.892258, 1.159202]], "forces_ev_per_angstrom": [[-0.446, -0.590, 1.343], [-0.507, 0.061, -1.196], [-0.624, -0.800, 0.786], [-0.121, 0.761, 0.502], [0.162, 0.169, -1.789], [-1.098, 1.360, -0.951], [0.066, 2.221, 1.588], [1.025, -0.603, 1.903], [0.251, -0.484, 0.893], [-0.347, -1.977, -1.221], [-1.039, 0.671, -0.712], [-0.441, -0.639, -0.176], [-0.901, 0.087, -0.429], [-0.544, -0.508, -2.362], [-1.014, 0.352, -1.243], [0.714, -1.368, -1.337], [1.307, -1.131, 0.362], [0.783, 0.950, 1.735], [0.847, -0.185, -0.547], [-0.819, 0.724, -0.253], [-0.768, -0.699, -0.424], [0.448, 0.184, 0.847], [-0.909, 0.772, -0.092], [0.854, -0.389, -0.004], [-1.674, -0.814, -0.430], [0.660, -0.034, 0.131], [-0.404, -0.475, -0.458], [1.417, 0.596, 0.920], [-0.960, -0.741, -1.472], [-0.795, 1.065, 1.387], [0.280, -0.414, 1.266], [-0.275, -0.229, 0.328], [1.299, 0.860, 0.908], [-0.357, -0.806, -0.440], [0.797, 0.396, -0.417], [0.538, 0.687, 0.595], [-0.250, 0.506, -0.835], [-0.637, -0.496, -0.801], [0.721, 0.803, -0.037], [-0.350, -0.137, -1.117], [-0.816, -0.392, 0.437], [-0.132, 1.038, -0.467], [0.194, 1.072, 0.672], [0.654, 0.096, 1.099], [0.425, -0.695, -0.861], [0.935, -0.690, 0.088], [0.151, -1.194, 0.452], [-0.651, 0.152, 1.049], [0.928, -0.365, 0.608], [-0.277, 0.835, 0.838], [0.096, -0.732, -0.863], [0.055, 1.200, 0.053], [0.264, -0.823, 0.765], [0.328, -0.680, -0.876], [1.121, -0.307, -0.284], [-0.016, 0.409, 1.117], [0.807, 0.422, -0.775], [-0.799, -0.491, -0.695], [0.278, 0.226, 0.973], [-1.491, 1.096, -0.492], [-0.543, -0.240, -0.650], [1.002, 0.418, -0.197], [0.630, 0.871, 0.020], [-0.971, -0.295, 0.055], [-0.288, 1.074, 0.419], [0.207, 0.003, 1.188], [-0.215, -0.434, -0.335], [1.233, -1.281, -0.089]]}

---

{"formula": "C28H35GaN3O", "method": "the ωB97M-V functional and the def2-TZVPD basis", "gap_ev": [4.38, 4.38], "lumo_energy_ev": [2.54, 2.54], "total_energy_ev": -88496.1073, "total_charge": -1, "elements": ["Ga", "N", "N", "C", "C", "C", "C", "H", "H", "H", "C", "C", "H", "H", "H", "C", "C", "H", "H", "H", "C", "H", "H", "H", "C", "H", "H", "H", "C", "H", "C", "H", "C", "H", "C", "H", "C", "C", "H", "C", "C", "H", "C", "H", "N", "C", "C", "C", "H", "C", "C", "H", "H", "H", "C", "H", "C", "C", "H", "H", "H", "C", "H", "H", "H", "O", "H", "H"], "coordinates": [[0.159735, 0.287780, 1.075414], [1.758261, 3.489506, 2.155952], [-2.509926, 0.732632, 1.290720], [1.336586, -2.153593, 0.670778], [0.149261, -2.457139, 1.414264], [0.276952, -1.868949, 2.716251], [-0.800710, -1.744304, 3.722471], [-1.755061, -2.095641, 3.309982], [-0.924094, -0.690941, 4.022792], [-0.590541, -2.330075, 4.630463], [1.587101, -1.287515, 2.808307], [2.134967, -0.548616, 3.964697], [2.812259, -1.166627, 4.575843], [1.324278, -0.196836, 4.613095], [2.706988, 0.318466, 3.609659], [2.232611, -1.445280, 1.541562], [3.621039, -1.038328, 1.234276], [3.853921, -0.057009, 1.670367], [3.794532, -1.001432, 0.153290], [4.344200, -1.754544, 1.651918], [-1.044701, -3.199599, 0.955914], [-1.191064, -4.133633, 1.523020], [-0.985639, -3.464222, -0.106109], [-1.943844, -2.582140, 1.107766], [1.639688, -2.572485, -0.716009], [2.241856, -1.805230, -1.224382], [0.718961, -2.720880, -1.296246], [2.212752, -3.514965, -0.732947], [1.954202, 4.772297, 1.900816], [2.892500, 5.228304, 2.243050], [1.027060, 5.585207, 1.198529], [1.269995, 6.634225, 1.002700], [-0.181266, 5.003923, 0.790329], [-0.893274, 5.558435, 0.171085], [-0.460184, 3.696639, 1.181663], [-1.392692, 3.187307, 0.940388], [0.506641, 2.966432, 1.951431], [0.288264, 1.647000, 2.416318], [0.112023, 1.537937, 3.490438], [-1.612453, 0.429160, 0.353885], [-3.743370, 0.748274, 0.699247], [-4.637003, 0.998831, 1.240482], [-3.633277, 0.423858, -0.625124], [-4.381922, 0.386066, -1.395016], [-2.285160, 0.216691, -0.856474], [-1.647990, -0.191429, -2.060305], [-1.865563, -1.488181, -2.553487], [-1.151231, -1.890914, -3.684841], [-1.333463, -2.883839, -4.098326], [-0.255151, -1.033931, -4.318327], [0.403954, -1.425625, -5.601780], [1.490597, -1.306548, -5.546213], [0.047475, -0.795443, -6.425901], [0.177333, -2.466074, -5.842238], [-0.034081, 0.234123, -3.787473], [0.627776, 0.928400, -4.304023], [-0.696618, 0.663294, -2.637870], [-0.490629, 2.053419, -2.124324], [-1.232148, 2.730153, -2.572156], [0.496148, 2.433946, -2.419697], [-0.598232, 2.140058, -1.033051], [-2.832165, -2.445993, -1.932437], [-3.758720, -2.474319, -2.523695], [-3.094881, -2.215256, -0.895096], [-2.420694, -3.466323, -1.953809], [1.913913, 1.253055, -0.246666], [2.560145, 1.639498, 0.383675], [1.703771, 1.988942, -0.868817]], "forces_ev_per_angstrom": [[1.311, -0.055, 2.373], [-0.233, 0.907, 0.673], [0.038, -0.013, -0.351], [-0.540, 0.742, 0.946], [0.723, 1.291, 0.418], [1.344, 0.258, -1.119], [-0.331, -0.032, 0.564], [0.114, 0.130, 0.166], [-0.100, -0.281, -0.035], [-0.116, 0.084, -0.071], [-0.631, -0.791, -1.265], [0.347, 0.177, 0.350], [-0.092, 0.013, -0.040], [0.240, 0.073, -0.080], [-0.226, -0.011, 0.255], [-1.354, -0.273, 0.788], [0.437, 0.044, -0.090], [0.039, -0.088, -0.110], [0.034, 0.112, 0.117], [0.019, 0.129, -0.047], [-0.527, -0.180, -0.146], [-0.002, 0.159, -0.140], [-0.008, 0.053, 0.179], [0.001, -0.245, -0.128], [0.207, -0.221, -0.457], [-0.146, -0.221, -0.018], [0.219, 0.010, -0.002], [-0.090, 0.132, -0.167], [-0.821, 1.082, -0.810], [-0.133, -0.260, -0.240], [0.484, -0.246, 0.439], [-0.127, -0.381, -0.014], [0.152, -0.292, -0.008], [0.166, -0.055, 0.279], [0.861, 0.187, 0.152], [0.140, 0.228, 0.162], [0.485, 0.198, -0.981], [-0.757, -1.458, -0.092], [0.749, -0.278, -0.294], [-2.228, -0.612, -1.018], [0.459, -0.290, -0.510], [-0.110, 0.010, 0.116], [0.268, 0.173, 0.075], [0.052, -0.089, -0.220], [-0.016, 0.135, 0.729], [0.363, -0.456, 0.208], [0.383, 0.387, -0.165], [-0.067, 0.356, -0.017], [0.097, 0.161, 0.109], [-0.300, 0.110, 0.127], [0.201, -0.114, -0.250], [-0.101, -0.052, -0.019], [0.051, -0.123, 0.091], [0.088, 0.063, -0.073], [-0.259, -0.028, 0.278], [0.035, -0.156, 0.142], [-0.275, -0.311, -0.418], [0.005, 0.533, 0.176], [0.104, -0.085, 0.120], [-0.196, -0.065, -0.003], [0.069, -0.001, -0.510], [-0.378, -0.497, 0.087], [0.089, 0.050, 0.167], [0.131, 0.080, -0.290], [-0.086, 0.307, 0.003], [0.269, 0.886, -0.815], [-0.690, -0.287, -0.004], [0.163, -0.712, 0.731]]}

---

{"formula": "C28H35IrN5P2Se", "method": "the ωB97M-V functional and the def2-TZVPD basis", "gap_ev": [6.03, 3.20], "lumo_energy_ev": [-6.10, -8.94], "multiplicity": 6, "total_energy_ev": -123788.0551, "total_charge": 2, "elements": ["Ir", "C", "C", "C", "C", "C", "C", "C", "C", "C", "H", "H", "H", "H", "H", "H", "H", "H", "H", "H", "H", "H", "H", "H", "H", "P", "P", "N", "N", "N", "N", "C", "C", "C", "C", "C", "C", "C", "C", "C", "C", "C", "C", "C", "C", "C", "C", "C", "C", "H", "H", "H", "H", "H", "H", "H", "H", "H", "H", "H", "H", "H", "H", "H", "H", "H", "H", "H", "H", "Se", "C", "N"], "coordinates": [[0.585460, 2.052928, 1.884582], [-2.829264, 0.507804, 4.431508], [-1.757423, 0.313714, 3.631152], [-1.911240, -0.751747, 2.564191], [-1.562309, -0.285726, 1.091009], [-1.722033, 1.265320, 0.939799], [-2.831574, 1.856439, 1.652077], [-3.932159, 1.145862, 2.243640], [-4.130881, 0.796349, 3.807938], [2.314840, 2.724303, 2.381839], [-2.800678, 0.729093, 5.518764], [-0.686112, 0.439683, 4.022684], [-2.963891, -1.121618, 2.672237], [-1.318411, -1.662832, 2.843640], [-0.453920, -0.477172, 0.897746], [-2.131328, -0.891568, 0.329306], [-1.441712, 1.631535, -0.179726], [-2.908699, 2.978210, 1.721769], [-3.885901, 0.170628, 1.724935], [-4.820277, 1.743948, 1.941391], [-4.668754, 1.599986, 4.365401], [-4.758462, -0.145469, 3.822017], [2.382823, 2.636973, 3.498109], [2.337808, 3.781354, 2.005812], [2.903551, 1.941401, 1.830697], [0.867295, 1.575233, -1.295766], [1.078889, -1.791512, 0.399084], [-0.200140, 2.106667, -2.755608], [2.365867, 1.930683, -2.348517], [-0.248505, -2.744936, -0.267202], [2.063244, -3.349793, 0.465447], [0.808178, -0.184848, -1.865616], [1.689245, -1.282802, -1.209791], [-0.991363, 3.260859, -2.666723], [-1.878311, 3.327933, -3.761923], [-1.575527, 2.219472, -4.604635], [-0.633181, 1.413693, -3.904988], [3.466100, 2.716461, -1.963939], [4.394347, 2.751144, -3.022229], [3.825027, 2.028165, -4.118747], [2.631530, 1.462774, -3.635222], [-1.267001, -3.292511, 0.491116], [-2.135921, -3.956319, -0.326810], [-1.531281, -4.068664, -1.610598], [-0.431725, -3.203885, -1.583834], [2.059001, -4.646555, -0.051348], [3.169631, -5.356020, 0.449040], [3.876198, -4.442013, 1.277478], [3.190203, -3.246465, 1.220354], [1.156319, -0.300913, -2.909472], [-0.251466, -0.498707, -1.803318], [1.746335, -2.135388, -1.962999], [2.754424, -0.914519, -1.131587], [-0.834543, 4.009229, -1.923123], [-2.588090, 4.123930, -3.979041], [-1.815313, 2.051929, -5.650631], [-0.228746, 0.446539, -4.100236], [3.497124, 3.154323, -0.999951], [5.362327, 3.237415, -2.959031], [4.204376, 1.969812, -5.116665], [2.013938, 0.696839, -4.076782], [-1.195480, -3.142966, 1.571273], [-3.112859, -4.320697, -0.036343], [-1.777648, -4.798625, -2.420617], [0.181064, -2.815508, -2.399448], [1.321584, -4.991747, -0.747976], [3.465929, -6.379187, 0.283399], [4.725131, -4.572199, 1.880179], [3.370978, -2.289352, 1.593663], [-2.258408, 4.419433, 4.976600], [-1.024130, 3.722828, 3.872257], [-0.314101, 3.121375, 3.088307]], "forces_ev_per_angstrom": [[-1.592, -2.378, -3.114], [1.415, 1.728, 0.627], [1.664, -1.743, 2.266], [-0.351, -0.189, -1.188], [0.022, 0.466, 0.118], [-2.140, -0.203, -1.014], [3.823, 1.603, -1.511], [-1.931, -1.582, 0.941], [-1.137, -0.873, -1.413], [2.115, -0.597, 0.343], [0.527, 0.176, -0.790], [-1.572, -0.330, -0.222], [1.014, 0.139, -0.582], [-0.167, 1.084, -0.038], [-1.558, 0.358, 0.300], [0.485, 0.733, 0.663], [-0.590, -0.076, 2.989], [0.207, -1.096, -0.599], [-0.907, 0.600, 0.179], [0.291, -0.614, -0.004], [0.400, -0.654, -0.537], [0.111, 1.184, 0.029], [0.362, 0.288, -0.987], [0.359, -0.830, 0.201], [0.620, 1.306, 0.706], [1.407, 0.659, -5.897], [-0.710, -3.432, -1.660], [-1.292, -0.028, 1.441], [0.526, -0.137, 1.474], [-0.180, 0.267, -0.374], [1.319, -0.098, 0.480], [-0.218, -1.300, 0.254], [1.502, 0.746, -1.150], [-1.147, -0.455, -1.547], [1.639, -0.114, 0.752], [1.694, -1.358, 1.509], [-0.701, 1.858, -0.054], [0.490, -0.828, -1.961], [-1.415, 0.137, 1.163], [-1.323, -0.476, 1.993], [0.881, 0.634, -0.294], [0.107, 0.720, 0.518], [0.057, -0.882, 0.519], [0.902, 0.798, -0.530], [-0.359, -0.670, -0.193], [-0.240, 1.024, 0.255], [1.717, 1.429, 1.771], [-0.909, -2.202, -1.438], [-1.828, -0.132, -1.094], [-0.724, 0.748, 0.615], [0.366, 0.124, -0.209], [0.069, 0.977, 1.379], [-0.950, -0.227, 0.117], [0.127, 0.147, 0.500], [0.395, -0.176, 0.133], [-0.491, -0.091, 0.449], [0.028, -0.128, -0.525], [0.062, 0.371, 0.621], [-0.327, 0.038, -0.209], [0.179, -0.346, -0.202], [-0.005, 0.565, -0.371], [-0.596, -0.123, -0.558], [0.351, -0.423, 0.075], [-0.111, 1.334, 0.668], [-0.441, -0.641, 0.367], [-0.439, 0.067, -0.106], [-0.281, -0.020, -0.195], [1.037, -0.493, 0.417], [0.756, 1.152, 1.021], [1.204, -0.570, -0.901], [0.762, -1.148, -1.294], [-4.358, 4.206, 4.908]]}